A structure of composition C62H136F8N10O16S8 at a distorted geometry, computed with ωB97M-V/def2-TZVPD.

```
240
Properties=species:S:1:pos:R:3:mulliken_charge:R:1
C -0.134 6.587 1.512 -1.19
C 1.307 6.597 1.957 -0.93
C 2.292 5.609 1.231 1.21
C 3.627 5.738 1.853 -2.05
N 4.576 4.533 1.597 0.80
C 5.855 4.936 2.237 -0.66
C 6.945 4.201 1.493 -1.01
C 6.440 4.080 0.056 -0.66
C 4.894 4.193 0.094 0.26
C 4.086 3.297 2.183 -0.86
C 3.554 3.473 3.628 -0.82
C 2.679 2.348 4.146 -0.28
H -0.185 6.881 0.473 0.36
H -0.588 7.395 2.098 0.44
H -0.705 5.632 1.753 0.10
H 1.377 6.468 3.046 0.44
H 1.707 7.553 1.720 0.59
H 2.276 5.671 0.130 0.64
H 1.901 4.608 1.515 -0.64
H 3.752 5.787 2.899 0.68
H 4.209 6.535 1.398 0.51
H 5.871 4.742 3.310 0.34
H 5.956 5.937 2.010 0.70
H 7.148 3.194 1.862 0.27
H 7.826 4.765 1.588 0.55
H 6.803 3.212 -0.509 0.36
H 6.768 4.959 -0.504 0.38
H 4.339 3.279 -0.161 -0.56
H 4.502 4.956 -0.540 0.55
H 4.878 2.575 2.085 1.05
H 3.292 3.012 1.538 0.03
H 3.113 4.417 3.695 0.44
H 4.476 3.560 4.267 0.25
H 1.850 2.211 3.491 -0.62
H 2.234 2.718 5.100 0.51
H 3.255 1.417 4.218 -0.06
C -5.379 -0.256 -0.367 -1.38
C -4.857 1.229 -0.386 -0.21
C -4.091 1.313 -1.774 0.41
C -3.489 2.725 -1.917 -1.40
N -2.427 2.981 -2.926 1.05
C -2.104 4.469 -2.955 -0.66
C -3.365 5.072 -3.692 -0.77
C -3.885 3.950 -4.581 -0.96
C -2.925 2.786 -4.324 -0.32
C -1.277 2.124 -2.673 1.04
C -0.343 2.436 -1.484 0.71
C 1.114 2.563 -1.991 0.26
H -5.773 -0.412 -1.372 0.44
H -6.053 -0.623 0.371 0.65
H -4.470 -0.887 -0.272 0.01
H -4.271 1.448 0.489 -0.21
H -5.705 1.916 -0.386 0.58
H -4.808 1.093 -2.570 0.52
H -3.381 0.486 -1.793 -0.37
H -3.093 2.993 -0.949 -0.20
H -4.269 3.429 -2.079 1.08
H -1.158 4.533 -3.453 0.54
H -2.116 4.834 -1.954 0.29
H -2.989 5.990 -4.192 0.47
H -4.168 5.327 -3.016 0.34
H -3.836 4.064 -5.665 0.46
H -4.885 3.696 -4.348 0.40
H -2.043 2.820 -4.969 0.30
H -3.423 1.817 -4.360 0.35
H -0.650 2.095 -3.546 -0.54
H -1.652 1.102 -2.607 -0.58
H -0.426 1.634 -0.772 -0.83
H -0.682 3.367 -1.061 0.01
H 1.435 1.699 -2.554 -0.60
H 1.727 2.597 -1.028 -0.43
H 1.323 3.428 -2.637 0.73
C -0.483 2.596 2.352 -0.96
C -1.930 2.559 1.789 1.29
C -2.945 2.870 2.916 -1.06
C -2.952 1.733 3.943 -1.48
N -3.974 1.761 5.100 1.37
C -5.475 1.960 4.844 -0.33
C -6.010 2.988 5.874 -0.71
C -4.840 3.986 5.967 -0.73
C -3.620 3.009 6.035 -0.55
C -3.803 0.523 5.929 0.47
C -4.194 -0.706 5.164 0.28
C -3.994 -2.027 5.922 -1.81
H 0.237 2.290 1.565 0.18
H -0.359 2.008 3.253 0.01
H -0.133 3.637 2.523 0.01
H -2.125 1.649 1.282 -0.25
H -1.957 3.317 0.986 0.15
H -3.962 2.996 2.513 0.40
H -2.610 3.771 3.401 0.51
H -1.977 1.628 4.364 0.20
H -3.162 0.866 3.375 0.08
H -6.071 1.032 4.951 0.20
H -5.667 2.408 3.788 0.29
H -6.245 2.513 6.869 0.31
H -6.832 3.507 5.422 0.44
H -4.846 4.632 6.879 0.40
H -4.709 4.675 5.110 0.29
H -3.399 2.733 7.036 0.48
H -2.684 3.399 5.673 0.28
H -4.347 0.639 6.827 0.99
H -2.756 0.415 6.239 -1.30
H -3.537 -0.800 4.329 -0.38
H -5.160 -0.703 4.723 0.63
H -4.724 -2.157 6.693 0.49
H -3.036 -2.181 6.333 0.28
H -4.145 -2.833 5.238 0.31
C 3.112 -3.881 -3.709 -1.90
C 2.266 -2.774 -3.144 1.86
C 1.553 -1.972 -4.232 0.91
C 2.436 -1.030 -5.087 -1.55
N 1.591 -0.233 -6.033 1.20
C 2.513 0.746 -6.712 -0.53
C 1.780 2.041 -6.998 -1.17
C 0.410 1.816 -6.270 -0.80
C 0.735 0.672 -5.243 0.58
C 0.775 -1.120 -6.980 -0.38
C 1.428 -2.293 -7.678 -0.40
C 0.401 -3.052 -8.477 -1.46
H 2.558 -4.399 -4.466 0.35
H 3.565 -4.509 -2.920 0.39
H 4.044 -3.470 -4.118 0.42
H 2.771 -2.047 -2.530 -0.51
H 1.445 -3.247 -2.634 -0.34
H 0.880 -1.258 -3.732 -0.69
H 0.974 -2.554 -4.937 0.30
H 3.165 -1.516 -5.757 0.65
H 3.033 -0.306 -4.522 0.20
H 2.895 0.185 -7.596 0.63
H 3.412 0.874 -6.112 0.42
H 1.690 2.288 -8.064 0.39
H 2.262 2.930 -6.581 0.33
H -0.347 1.551 -7.003 0.63
H 0.067 2.776 -5.802 0.12
H -0.191 0.183 -4.976 0.15
H 1.341 1.079 -4.441 -0.56
H 0.570 -0.415 -7.785 0.85
H -0.180 -1.422 -6.496 -0.19
H 1.955 -3.035 -7.054 0.31
H 2.224 -2.122 -8.427 0.35
H -0.472 -3.323 -7.817 0.22
H 0.866 -3.942 -8.903 0.43
H 0.002 -2.517 -9.333 0.38
C -4.720 -3.149 1.725 -0.89
C -4.228 -4.523 1.311 -0.33
C -3.691 -4.369 -0.117 0.28
N -3.228 -5.636 -0.829 0.72
C -2.972 -5.186 -2.229 0.40
C -2.220 -6.174 -3.021 -1.08
C -0.859 -6.533 -2.373 -0.05
C -1.144 -7.107 -1.011 -1.01
C -1.952 -6.205 -0.111 -0.19
C -4.284 -6.629 -0.757 -1.04
H -3.971 -2.387 1.603 -0.26
H -4.949 -3.145 2.787 0.31
H -5.592 -2.988 1.049 0.51
H -5.052 -5.291 1.349 0.32
H -3.366 -4.917 1.878 0.39
H -2.898 -3.634 -0.214 -0.69
H -4.452 -3.976 -0.800 0.50
H -2.474 -4.220 -2.229 -0.72
H -3.963 -5.010 -2.614 0.57
H -2.068 -5.969 -4.072 0.47
H -2.801 -7.119 -3.094 0.33
H -0.177 -5.719 -2.223 -0.30
H -0.355 -7.200 -3.100 0.46
H -0.182 -7.337 -0.509 0.45
H -1.696 -8.101 -0.964 0.40
H -1.384 -5.305 0.136 0.07
H -2.350 -6.781 0.698 0.50
H -4.553 -6.824 0.284 0.38
H -3.968 -7.526 -1.227 0.48
H -5.145 -6.144 -1.231 0.26
C 4.886 -0.828 5.639 -1.18
C 5.054 -1.345 4.196 0.75
C 4.238 -2.599 4.076 -0.97
N 4.367 -3.247 2.660 0.64
C 3.447 -4.465 2.681 -0.82
C 3.340 -5.187 1.316 -0.85
C 2.606 -4.246 0.303 -0.18
C 3.431 -2.909 0.215 1.03
C 3.875 -2.308 1.571 -1.42
C 5.682 -3.743 2.287 -1.01
H 3.824 -0.664 5.831 0.15
H 5.403 0.084 5.877 0.39
H 5.250 -1.591 6.370 0.40
H 6.113 -1.624 3.976 0.30
H 4.694 -0.624 3.443 -0.28
H 3.173 -2.492 4.263 0.32
H 4.710 -3.395 4.647 0.43
H 2.511 -4.012 3.075 0.46
H 3.763 -5.152 3.498 0.47
H 2.688 -6.044 1.500 0.50
H 4.334 -5.495 0.924 0.30
H 1.612 -4.036 0.750 -0.31
H 2.451 -4.649 -0.655 0.68
H 2.908 -2.117 -0.339 -0.99
H 4.347 -3.121 -0.359 0.58
H 2.986 -1.813 2.055 -0.01
H 4.669 -1.558 1.358 0.70
H 6.518 -3.371 2.917 0.38
H 5.965 -3.744 1.256 0.30
H 5.646 -4.804 2.571 0.39
N -1.346 -2.233 0.707 0.05
S -0.647 -1.527 -0.452 -0.19
O 0.757 -1.251 -0.348 -0.01
O -1.526 -0.607 -1.095 -0.59
F -0.632 -2.731 -1.431 -0.45
S -0.733 -1.800 2.084 0.10
O -0.992 -0.486 2.553 0.56
O 0.516 -2.444 2.400 -0.73
F -1.648 -2.681 3.111 -0.37
N -3.404 -2.334 -5.693 -0.51
S -4.063 -3.698 -5.945 0.87
O -4.839 -3.790 -7.115 -0.58
O -4.639 -4.345 -4.796 -0.54
F -2.757 -4.558 -6.251 -0.27
S -2.689 -1.768 -4.402 0.44
O -3.089 -2.200 -3.081 0.01
O -2.419 -0.329 -4.534 -0.72
F -1.294 -2.397 -4.468 0.02
N 5.306 2.204 -2.228 -0.35
S 4.934 0.831 -1.543 1.08
O 3.979 0.224 -2.407 -0.66
O 4.649 0.889 -0.123 -0.35
F 6.350 0.052 -1.691 -0.36
S 4.430 3.048 -3.159 0.88
O 3.858 4.113 -2.393 -0.56
O 3.618 2.258 -4.109 -0.42
F 5.615 3.720 -4.095 -0.37
N 0.140 0.128 7.471 -0.58
S -0.876 0.356 8.564 0.91
O -1.876 -0.773 8.491 -0.66
O -1.681 1.708 8.349 -0.63
F -0.272 0.294 9.794 -0.01
S 0.124 -0.110 6.003 0.84
O -1.168 -0.666 5.507 -0.33
O 1.468 -0.663 5.592 -0.35
F 0.171 1.455 5.418 -0.25
```

E (Eh): -8179.08132
Charge: +2